Below is a 4-piece molecular cluster, C5H19N2O4 overall at a distorted geometry, with properties calculated with ωB97M-V/def2-TZVPD.

Last column: Mulliken charge in e.
Geometry (Å):
C (0.2256, -1.3096, -0.5612)  -1.442
C (-0.0193, 0.1407, -0.6588)  0.770
C (-1.1961, 0.2729, -1.7098)  -0.767
C (-0.7212, 0.2403, -3.1998)  -0.852
N (0.2764, 1.3112, -3.7357)  -0.679
N (-0.3935, 0.7558, 0.7033)  -0.413
C (0.8551, 1.2258, 1.3445)  -0.607
O (1.6544, 0.1027, 1.5570)  -0.608
H (1.1497, -1.5498, -0.0993)  0.457
H (0.2800, -1.9142, -1.5608)  0.217
H (-0.4257, -2.0659, -0.0410)  0.169
H (0.9007, 0.7160, -1.0027)  0.131
H (-2.0157, -0.4522, -1.6704)  0.299
H (-1.7559, 1.1984, -1.3830)  0.310
H (-1.5667, 0.0766, -3.7934)  0.479
H (-0.2449, -0.6993, -3.2791)  0.354
H (-0.1589, 2.1955, -3.6313)  0.268
H (0.9844, 1.1854, -3.0906)  0.351
H (-0.7703, 0.0511, 1.3259)  0.333
H (0.6844, 1.7619, 2.2242)  0.298
H (1.2457, 1.8573, 0.5018)  0.465
H (-0.0346, -3.0512, 2.4839)  0.404
H (-1.3670, -3.5400, 1.5343)  0.199
O (-0.7681, -3.8989, 2.0877)  -0.817
H (-0.9908, 3.3246, 1.2396)  0.317
H (-0.6232, 2.9431, -0.2888)  0.344
O (-0.4854, 3.5918, 0.5001)  -0.701
H (1.2486, -2.0244, 3.3989)  0.190
H (1.1414, -0.6856, 2.1970)  0.380
O (0.6333, -1.9478, 2.7140)  -0.850

Cartesian forces, eV/Å:
0.8 -4.3 -1.4
-2.1 0.4 0.5
0.1 2.6 0.2
1.2 1.4 1.3
-3.3 -2.8 -0.7
0.0 0.4 -1.2
0.2 -2.4 -3.1
0.1 -0.4 1.6
1.0 0.1 0.5
0.0 1.6 1.0
-0.3 1.7 0.1
-1.1 -0.8 0.3
0.6 -0.6 0.5
0.6 -0.3 -0.9
-1.3 0.6 -1.3
1.1 -1.0 -0.2
-0.2 1.0 0.3
2.1 0.5 1.4
-0.1 -0.4 -0.3
-0.5 1.1 1.4
0.5 -0.1 1.4
-1.4 -0.7 -1.1
-3.0 2.0 -2.7
4.1 -1.3 3.6
-0.9 -1.1 0.7
0.0 1.4 2.9
0.7 0.2 -3.6
1.4 -0.5 1.8
0.7 0.8 -1.6
-1.0 0.9 -1.2

The charge is -1. The calculated total energy is -612.3267 hartree. The energy above the lowest of the compared OMol25 structures with the same formula, charge and spin is 56.7 kcal/mol. Its molar mass is 171.217 Da. The calculation puts the HOMO-LUMO gap at 8.52 eV. For the highest occupied orbital energy, the calculation gives -5.25 eV.